1.
ORCA calculation (wB97M-V/def2-TZVPD) on C49H48LuNOP2S4 as an isolated structure in a non-equilibrium geometry.

Cartesian coordinates (Å):
1 Lu 8.6593 -15.5854 12.3835
2 S 10.2393 -17.0950 13.9254
3 C 9.6426 -18.7414 13.9674
4 C 10.5018 -19.7721 14.4456
5 C 10.0467 -21.0506 14.7653
6 C 8.6860 -21.3671 14.4430
7 C 7.8372 -20.3990 13.9307
8 C 8.3136 -19.1346 13.6885
9 S 7.1806 -17.8068 13.2780
10 C 6.7457 -18.2343 11.5237
11 C 5.9199 -17.0635 11.0114
12 C 5.1120 -17.3076 9.8488
13 C 4.5736 -16.1826 9.2849
14 C 4.6929 -14.9145 9.8535
15 C 5.4037 -14.7905 11.0578
16 C 5.4595 -13.5003 11.7995
17 S 7.1655 -13.0576 12.2301
18 C 7.8076 -12.8369 10.5948
19 C 7.0146 -12.4790 9.5083
20 C 7.5393 -12.3249 8.1901
21 C 8.9127 -12.5213 8.0425
22 C 9.7371 -12.9947 9.1181
23 C 9.2174 -13.1186 10.3897
24 S 10.1807 -13.5715 11.7571
25 N 6.0310 -15.8391 11.5943
26 H 11.5653 -19.5402 14.6484
27 H 10.7468 -21.8787 15.0055
28 H 8.3162 -22.3661 14.5565
29 H 6.8144 -20.6469 13.6140
30 H 6.2354 -19.1917 11.4863
31 H 7.6995 -18.2437 10.9636
32 H 4.8800 -18.2538 9.4592
33 H 3.7820 -16.2526 8.5413
34 H 4.2502 -14.0957 9.4125
35 H 4.9803 -13.5187 12.7696
36 H 5.0141 -12.6861 11.2501
37 H 5.9121 -12.3512 9.6181
38 H 6.9420 -12.1122 7.3359
39 H 9.3010 -12.3391 7.0751
40 H 10.8049 -13.1065 8.9727
41 C 4.7192 -16.2420 16.3155
42 C 4.3201 -17.0608 15.0959
43 P 4.3088 -18.8825 15.3683
44 C 2.6130 -19.0594 16.2042
45 C 2.4655 -20.2017 17.0241
46 C 1.2394 -20.4895 17.5705
47 C 0.1431 -19.5962 17.4296
48 C 0.3025 -18.4660 16.5880
49 C 1.5138 -18.2467 15.8808
50 C 3.9265 -19.6740 13.7574
51 C 3.3420 -18.9434 12.7238
52 C 2.9684 -19.5430 11.5273
53 C 3.1568 -20.9305 11.3527
54 C 3.7564 -21.6794 12.3886
55 C 4.1921 -21.0517 13.5866
56 C 5.3311 -14.8593 16.0074
57 P 7.1584 -15.0246 15.4684
58 C 7.7072 -15.9356 16.9133
59 C 8.2973 -17.1983 16.7515
60 C 8.8029 -17.9276 17.8129
61 C 8.7445 -17.3705 19.0933
62 C 8.1747 -16.1099 19.2378
63 C 7.6547 -15.3763 18.1975
64 C 7.7594 -13.3037 15.6906
65 C 9.0856 -12.9941 15.3348
66 C 9.6073 -11.6525 15.3865
67 C 8.7661 -10.6139 15.4810
68 C 7.3889 -10.8569 15.6764
69 C 6.9386 -12.1448 15.9474
70 H 5.4128 -16.8524 16.8480
71 H 3.9281 -16.1173 17.0309
72 H 5.0194 -16.9285 14.2938
73 H 3.4000 -16.6063 14.6820
74 H 3.2902 -20.9620 17.1659
75 H 1.1714 -21.3764 18.2066
76 H -0.7301 -19.7731 18.0638
77 H -0.4848 -17.7593 16.6910
78 H 1.5726 -17.4000 15.2693
79 H 3.2235 -17.8248 12.9012
80 H 2.5378 -18.9467 10.7370
81 H 2.8078 -21.4294 10.4658
82 H 3.9789 -22.7873 12.2495
83 H 4.6752 -21.5197 14.4549
84 H 5.2483 -14.2286 16.9290
85 H 4.7121 -14.3360 15.2597
86 H 8.3740 -17.4690 15.7228
87 H 9.2939 -18.8973 17.7102
88 H 9.1838 -17.8278 19.9502
89 H 8.0635 -15.6811 20.2514
90 H 7.3101 -14.4019 18.3557
91 H 9.8553 -13.7790 15.1794
92 H 10.6895 -11.5773 15.1971
93 H 9.1721 -9.5928 15.4479
94 H 6.6937 -10.0090 15.7949
95 H 5.9712 -12.2716 16.2012
96 C 10.6693 -17.6289 9.5136
97 C 9.5641 -16.5618 9.3457
98 C 8.5645 -16.8654 8.2272
99 O 8.9086 -16.3858 10.5389
100 H 11.3604 -17.7614 8.6780
101 H 10.1881 -18.6200 9.7418
102 H 11.1804 -17.3067 10.4288
103 H 10.0890 -15.6762 9.0782
104 H 7.9925 -17.7621 8.4589
105 H 9.0681 -17.0899 7.2584
106 H 7.9233 -16.0071 8.1273

Cartesian forces, eV/Å:
-0.4 -0.6 -0.5
0.3 0.3 -0.4
-0.1 -1.1 0.4
0.6 0.1 0.6
-1.1 -0.3 -1.6
1.1 0.4 0.3
-0.2 -1.0 -0.3
0.6 1.9 0.2
0.0 -1.1 -0.8
0.4 1.1 0.8
-0.5 -0.4 -1.2
1.1 2.2 2.0
-1.7 0.7 0.1
1.7 -1.8 1.8
-0.8 -0.3 -1.1
0.7 0.3 0.3
0.1 0.1 -0.1
1.0 -0.2 -1.5
-0.9 0.1 -0.8
1.4 -0.7 2.3
-0.4 -0.7 1.4
-0.9 1.4 -1.3
-1.8 0.2 0.3
0.9 0.1 0.7
0.5 -1.7 -0.5
-0.8 0.0 -0.2
-0.6 0.9 0.2
-0.1 -0.4 0.2
0.4 0.1 0.4
-0.2 0.0 -0.1
-0.5 -0.1 0.2
0.1 -1.2 -0.2
0.6 -0.2 -0.5
-1.0 1.6 -0.8
-0.3 -0.4 0.2
-0.2 0.1 -0.1
1.1 0.0 0.0
-0.5 0.3 -0.3
0.7 -0.1 -0.8
-0.1 -0.2 0.0
0.5 0.0 -0.3
-1.1 0.6 -0.7
-0.7 0.0 1.2
0.7 -0.6 -1.2
0.6 -0.3 -0.7
-1.0 0.3 0.6
1.6 0.0 -0.4
0.7 -1.6 1.2
-0.7 -1.6 2.6
-0.1 -0.1 -0.4
0.1 1.4 0.2
0.2 -0.8 0.2
0.3 0.4 1.4
0.9 -0.8 0.3
-0.8 0.9 -0.4
0.0 0.1 0.3
-1.2 0.7 -0.2
1.0 -0.1 1.1
-0.6 1.0 -0.3
0.3 -0.2 0.9
-0.4 0.7 -1.2
-0.4 0.4 1.7
0.7 -1.7 -1.0
0.6 1.8 -0.2
0.7 0.3 1.0
0.9 -3.3 -1.0
-1.1 1.7 0.2
0.2 0.1 1.1
3.2 -0.4 -1.9
0.9 -0.2 0.6
-0.8 0.1 0.1
0.7 0.3 -0.3
0.0 -0.5 0.1
-0.8 1.3 -0.2
-0.3 0.3 -0.2
0.1 0.3 -0.5
-0.5 0.7 -0.8
0.3 1.0 -0.9
-0.1 -1.6 -0.6
-0.1 0.0 -0.1
0.1 0.0 -0.2
-0.5 1.6 0.1
-0.2 -0.4 -0.7
0.4 -0.5 -0.6
0.3 -0.2 0.0
0.2 -0.8 -0.2
-0.2 0.3 -0.4
0.1 -0.5 0.4
0.4 -0.3 -0.6
-0.7 1.3 0.2
-0.8 0.3 -0.1
-0.7 0.3 0.2
-0.4 -0.4 -0.1
0.4 -0.5 -0.1
-3.1 -0.4 0.8
-1.1 -0.6 0.9
0.5 -1.4 -0.9
0.9 -0.5 -0.4
-0.7 0.3 1.3
-0.1 0.3 0.0
0.4 0.7 -0.2
0.3 -0.3 -0.3
0.4 1.2 -0.3
-0.3 0.0 0.2
-0.2 0.4 0.6
-0.5 0.3 -0.2

E_tot = -5537.0849 hartree
HOMO-LUMO gap = 7.37 eV
energy above the lowest of the compared OMol25 structures with the same formula, charge and spin = 0.00 kcal/mol

Results of the Löwdin charge analysis, in e, for atoms 1 through 6: number 1, Lu, carries 1.068; number 2, S, carries 0.490; number 3, C, carries -0.700; number 4, C, carries -0.126; number 5, C, carries -0.073; number 6, C, carries -0.082

2.
ORCA calculation (wB97M-V/def2-TZVPD) on C49H48MnN5O3P2Te as an isolated structure.

Cartesian coordinates (Å):
1 Mn 0.3318 0.5611 -0.4173
2 C 0.2801 -4.9606 -0.5263
3 O 0.9040 -4.9636 0.7656
4 C 0.6320 -3.9924 1.6689
5 C 0.2036 -4.3904 2.9283
6 C 0.0790 -3.4659 3.9499
7 C 0.4177 -2.1431 3.7374
8 C 0.8337 -1.6964 2.4809
9 C 1.2280 -0.2965 2.4075
10 N 1.1844 0.5054 1.4106
11 N 1.6428 1.7749 1.7680
12 C 1.5051 2.6716 0.8190
13 O 0.9960 2.4571 -0.3425
14 C 1.9295 4.0622 1.1345
15 C 2.2485 4.4461 2.4346
16 C 2.6258 5.7527 2.6973
17 C 2.6977 6.6815 1.6674
18 C 2.3876 6.3012 0.3692
19 C 2.0035 4.9963 0.1038
20 C 0.8958 -2.6379 1.4532
21 O 1.3282 -2.2332 0.1705
22 H 0.1032 -6.0031 -0.7792
23 H 0.9445 -4.5201 -1.2692
24 H -0.6703 -4.4327 -0.5048
25 H 0.0035 -5.4426 3.0789
26 H -0.2521 -3.7845 4.9293
27 H 0.3565 -1.4299 4.5499
28 H 1.5710 0.1209 3.3502
29 H 2.1971 3.7182 3.2325
30 H 2.8655 6.0487 3.7102
31 H 2.9974 7.7000 1.8774
32 H 2.4466 7.0205 -0.4372
33 H 1.7563 4.6918 -0.9047
34 Te -1.5170 1.1535 -2.3720
35 C -2.6510 -0.0942 -3.6448
36 C -4.0035 -0.2731 -3.3860
37 C -4.7273 -1.1215 -4.2110
38 N -4.1970 -1.7666 -5.2451
39 C -2.9115 -1.5662 -5.5054
40 C -2.0929 -0.7445 -4.7375
41 C -1.8102 0.1613 -0.5099
42 P -1.5170 1.3341 0.7471
43 C -1.9491 0.8137 2.4146
44 C -1.2798 1.4399 3.4647
45 C -1.5848 1.0992 4.7747
46 C -2.5538 0.1405 5.0374
47 C -3.2270 -0.4757 3.9908
48 C -2.9278 -0.1413 2.6801
49 C -2.3735 2.8971 0.4848
50 C -1.6921 4.0648 0.1553
51 C -2.3978 5.2504 0.0011
52 C -3.7733 5.2696 0.1668
53 C -4.4547 4.1022 0.4919
54 C -3.7580 2.9192 0.6583
55 P -1.3672 -1.4808 0.1218
56 C 0.1852 -1.5537 -0.7742
57 C 2.5966 -2.7812 -0.1635
58 C 3.0868 -3.0175 -1.3869
59 C 2.5377 -2.8700 -2.6767
60 C 1.2589 -2.4001 -2.9926
61 C 0.2846 -1.9288 -2.1428
62 C -2.5596 -2.7518 -0.4237
63 C -2.9848 -3.0237 -1.7237
64 C -3.8702 -4.0599 -1.9730
65 C -4.3418 -4.8409 -0.9245
66 C -3.9290 -4.5823 0.3739
67 C -3.0450 -3.5422 0.6216
68 H -4.4875 0.2165 -2.5504
69 H -5.7816 -1.2937 -4.0240
70 H -2.5050 -2.0935 -6.3619
71 H -1.0445 -0.6377 -4.9885
72 H -0.5148 2.1824 3.2637
73 H -1.0651 1.5874 5.5892
74 H -2.7915 -0.1222 6.0602
75 H -3.9931 -1.2127 4.1951
76 H -3.4566 -0.6192 1.8649
77 H -0.6230 4.0512 0.0042
78 H -1.8652 6.1590 -0.2488
79 H -4.3216 6.1947 0.0447
80 H -5.5291 4.1175 0.6213
81 H -4.2891 2.0131 0.9272
82 H 3.1502 -2.9287 0.7493
83 H 4.1025 -3.3930 -1.3294
84 H 3.1710 -3.1791 -3.4971
85 H 0.9764 -2.4457 -4.0378
86 H -0.6587 -1.7020 -2.6270
87 H -2.6219 -2.4374 -2.5540
88 H -4.1926 -4.2574 -2.9880
89 H -5.0325 -5.6506 -1.1217
90 H -4.2949 -5.1876 1.1933
91 H -2.7189 -3.3403 1.6370
92 C 5.7232 0.4055 -0.1867
93 C 4.6057 0.7906 -1.1521
94 C 4.4936 2.3158 -1.2223
95 C 4.8826 0.2061 -2.5328
96 N 3.3922 0.1595 -0.5859
97 N 2.1945 0.4089 -1.3335
98 H 6.6688 0.8445 -0.5051
99 H 5.8358 -0.6782 -0.1430
100 H 5.5076 0.7725 0.8201
101 H 5.4381 2.7413 -1.5649
102 H 4.2732 2.7383 -0.2387
103 H 3.7265 2.6572 -1.9222
104 H 5.8451 0.5625 -2.9009
105 H 4.1276 0.5070 -3.2638
106 H 4.9100 -0.8827 -2.4890
107 H 3.2379 0.5731 0.3287
108 H 2.1669 -0.2431 -2.1152
109 H 2.2310 1.3540 -1.7200

Cartesian forces, eV/Å:
-0.8 0.0 0.2
0.0 0.0 0.0
-0.1 -0.1 0.0
0.1 0.1 -0.2
0.0 0.0 0.1
0.0 -0.1 0.0
0.0 0.1 -0.1
-0.1 -0.4 0.0
0.1 0.1 0.0
-0.1 0.0 -0.1
0.1 0.3 0.0
-0.1 0.0 0.0
0.1 -0.2 0.1
0.1 0.0 -0.1
0.0 0.0 0.0
0.0 0.0 0.0
0.0 0.0 0.0
0.0 0.0 0.0
0.0 0.0 0.0
0.0 -0.1 0.4
-0.1 -0.3 0.0
0.0 0.0 0.0
-0.1 0.0 0.0
0.0 0.0 0.0
0.0 0.0 0.0
0.0 0.0 0.0
0.0 0.0 0.0
0.0 0.1 0.0
0.0 0.0 0.0
0.0 0.0 0.0
0.0 0.0 0.0
0.0 0.0 0.0
0.0 0.0 0.0
-0.4 0.3 0.0
0.1 -0.3 0.0
0.0 0.1 0.1
0.0 0.0 0.0
-0.1 -0.1 -0.1
0.1 0.0 0.0
0.0 0.0 0.1
0.8 -0.2 0.1
0.1 0.1 -0.2
0.0 -0.1 0.0
0.0 -0.1 0.0
0.0 0.0 0.0
0.0 0.0 0.0
0.0 0.0 0.0
0.0 0.1 0.0
0.1 0.0 0.0
0.0 0.0 0.0
0.0 0.0 0.0
0.0 0.0 0.0
0.0 0.0 0.0
0.0 0.0 0.0
-0.4 -0.1 -0.1
0.3 0.3 0.1
0.1 0.1 0.0
0.1 0.0 0.3
-0.2 0.1 -0.1
0.1 0.0 0.1
-0.1 -0.1 -0.2
0.0 0.0 -0.1
0.1 -0.1 0.0
0.0 0.0 0.0
0.0 0.0 0.0
0.0 0.0 0.0
0.0 0.0 0.0
0.0 0.0 0.0
0.0 0.0 0.0
0.0 0.0 0.0
0.0 0.0 0.0
0.0 0.0 0.0
0.0 0.0 0.0
0.0 0.0 0.0
0.0 0.0 0.0
0.0 0.0 0.0
0.0 0.0 0.0
0.0 0.0 0.0
0.0 0.0 0.0
0.0 0.0 0.0
0.0 0.0 0.0
0.1 0.0 0.0
0.0 0.0 0.0
0.0 0.0 0.0
0.0 0.0 0.0
0.0 0.0 -0.1
0.0 0.0 0.0
0.0 0.0 0.0
0.0 0.0 0.0
0.0 0.0 0.0
0.0 0.0 0.0
0.0 0.0 0.0
0.0 0.0 0.0
0.1 0.0 0.0
0.0 0.0 0.0
-0.1 0.1 0.2
0.1 0.2 -0.4
0.0 0.0 0.0
0.0 0.0 0.0
0.0 0.0 0.0
0.0 0.0 0.0
0.0 0.0 0.0
0.0 0.0 0.0
0.0 0.0 0.0
0.0 0.0 0.0
0.0 0.0 0.0
0.0 0.0 0.0
0.1 -0.1 0.1
0.0 -0.1 -0.1

net charge = +1
E_tot = -4496.7883 hartree
HOMO-LUMO gap (alpha / beta) = 6.74 / 6.90 eV
multiplicity = 2

Results of the Löwdin charge analysis, in e, for atoms 1 through 6: number 1, Mn, carries 0.167; number 2, C, carries -0.001; number 3, O, carries -0.054; number 4, C, carries -0.225; number 5, C, carries 0.031; number 6, C, carries -0.038

Question: The lowest E_tot belongs to which entry?
Answer: C49H48LuNOP2S4

Question: Among the records above, which one has the lowest E_tot?
Answer: C49H48LuNOP2S4

Question: Which value of E_tot does entry 2 give?
Answer: -4496.7883 hartree